[1]
DFT (wB97M-V/def2-TZVPD) results for a molecular structure, C17H24N3O3PRe in a non-equilibrium geometry.

```
! wB97M-V def2-TZVPD RIJCOSX def2/J DEFGRID3
* xyz 4 4
H 0.806 -0.461 3.346
H -0.907 -2.516 -2.429
C -5.517 -2.988 -0.234
H -6.414 -2.366 -0.252
C 1.011 -1.597 -2.898
H 1.029 2.300 2.610
C -0.279 -1.593 -2.371
O 0.371 -3.160 1.266
H -5.316 -3.356 -1.239
H 1.397 -2.512 -3.380
O 2.941 0.301 1.685
H 2.753 -0.420 -3.376
Re 1.096 -0.888 -0.874
C 1.766 -0.416 -2.903
H 0.404 6.523 -1.212
C 1.231 0.754 -2.394
N 2.863 -2.002 -1.069
C -0.055 2.404 2.676
P -0.815 0.851 2.171
C -4.408 -2.204 0.242
H -5.682 -3.834 0.435
H -3.039 0.066 1.902
C 0.300 5.798 -0.397
H 1.790 1.675 -2.438
H -0.501 1.685 -1.556
H 5.469 -3.476 -0.569
H -0.372 3.201 1.997
C 3.781 -2.629 -1.402
N -3.578 -1.537 0.699
C 1.306 4.761 -0.531
C -2.587 0.985 2.318
C 0.603 -2.317 0.472
H 0.422 6.318 0.558
H -2.927 1.847 1.728
C 4.957 -3.419 -1.538
H -1.836 -0.416 -1.474
H -0.697 5.347 -0.440
H -0.619 -0.116 4.355
C 2.311 -0.075 0.772
C -0.800 -0.415 -1.839
C -0.048 0.750 -1.873
O -0.409 0.516 0.773
H -2.888 1.121 3.361
H 4.666 -4.420 -1.878
H 5.609 -2.948 -2.282
N 2.142 3.979 -0.652
H -0.340 2.654 3.700
H -0.708 -1.358 3.080
C -0.282 -0.394 3.355
*
```

Its lowest unoccupied orbital energy (alpha / beta) is -14.341 / -18.096 eV. For the HOMO-LUMO gap (alpha / beta), the calculation gives 7.04 / 3.25 eV. Its total energy is -1470.049194 Eh.


[2]
DFT (wB97M-V/def2-TZVPD) results for C17H24N4O6S2 in the gas phase in a non-equilibrium geometry.

```
! wB97M-V def2-TZVPD RIJCOSX def2/J DEFGRID3
* xyz 0 1
C -0.890 3.852 -1.224
C 1.320 -2.332 3.951
O -0.897 2.556 -0.854
H 3.345 0.195 -1.411
H 0.598 -1.533 3.746
C -0.171 -2.981 0.299
C -1.546 -2.364 0.587
S -0.920 1.211 2.381
H -3.146 -3.130 -1.323
H 0.158 -3.547 1.175
H -1.871 0.456 0.319
C 1.508 -1.295 1.013
H -1.746 3.427 2.769
H 0.783 -0.787 1.655
H -0.879 1.604 -3.544
O 3.004 -2.319 -1.296
H -2.954 -1.634 -2.269
O 0.864 -2.959 -2.350
H 2.905 -2.925 1.171
H 2.191 -1.898 4.456
C -2.049 1.333 0.941
N -2.202 3.756 0.439
H -0.503 -0.775 -2.911
H -2.561 2.226 3.812
H -0.900 2.746 4.187
O 1.404 4.326 -3.877
N -1.652 4.586 -0.472
H 2.980 2.598 -1.992
N 0.796 -1.964 -0.049
C 1.415 -0.389 -2.085
H 3.164 -1.622 2.363
C 2.215 1.859 -2.182
C 0.238 -0.021 -2.708
H -2.248 -3.172 0.841
H -0.302 5.313 -2.452
O 1.706 -3.016 2.783
C 1.010 2.250 -2.755
N -0.171 4.322 -2.281
C 0.794 3.696 -3.052
C 0.035 1.302 -3.055
C 2.404 -2.227 1.847
C 2.417 0.532 -1.846
H -3.068 1.345 1.324
C -2.448 -2.333 -1.605
H -0.232 -3.657 -0.554
H -1.474 -1.680 1.437
O -2.060 -1.586 -0.470
S 1.604 -2.073 -1.498
C -1.758 2.567 0.202
H 0.859 -3.074 4.599
C -1.612 2.547 3.393
H 2.134 -0.538 0.542
H -1.589 -2.774 -2.119
*
```

Its lowest unoccupied orbital energy is 0.163 eV. For the HOMO-LUMO gap, the calculation gives 9.22 eV. Its total energy is -2128.981266 Eh. As for the structure (SMILES): COCCN(CCOC)S(=O)(=O)c1ccc(C(=O)Nc2nnc(CSC)o2)cc1.


[3]
DFT (wB97M-V/def2-TZVPD) results for a molecular structure, C17H25Br3O12 in a non-equilibrium geometry.

```
! wB97M-V def2-TZVPD RIJCOSX def2/J DEFGRID3
* xyz 0 1
H 5.731 1.834 6.851
H 2.444 5.988 -1.640
O 1.289 3.043 0.707
H 0.951 7.601 1.940
O -4.262 -9.002 -1.320
C -3.338 3.655 -3.856
H 4.484 2.356 7.949
C -3.184 -10.307 -3.002
H -2.697 -9.961 0.509
H 3.505 4.608 6.932
H -2.833 -11.394 -0.445
O 3.798 0.735 6.812
H -2.257 1.056 -4.426
Br 0.718 -4.788 0.427
C 4.139 2.845 5.787
H 2.753 7.260 1.637
O -4.564 -10.277 -3.082
H -2.410 -8.626 -1.745
O 2.796 4.500 -0.255
H -2.774 2.171 -6.163
C 1.549 6.494 0.174
C -1.762 2.011 -4.250
Br -2.081 -3.426 -0.460
H 4.981 3.285 5.252
O -6.243 -8.979 -2.228
O 1.009 5.265 0.682
H -0.612 4.349 -5.722
Br -2.005 -5.128 2.295
H -1.417 -10.521 -0.621
C -2.116 2.796 -5.560
C 1.703 4.152 0.354
H -2.719 -9.932 -3.913
C -3.048 -9.508 -1.703
O -4.223 4.227 -3.332
C 2.722 5.878 -0.592
H 3.614 6.473 -0.393
H -0.363 2.860 -6.689
H -1.414 4.024 -7.267
O 3.767 1.851 4.831
H -0.622 -3.050 1.587
O -2.740 2.607 -3.379
H -0.694 2.067 -4.039
C 3.089 3.841 6.280
C -1.096 3.580 -6.323
C 3.483 0.630 5.422
C -2.486 -10.362 -0.482
H 1.853 8.478 0.731
C 4.653 1.959 6.949
O 3.228 -0.407 4.900
C 1.774 7.513 1.231
C -0.945 -3.960 1.081
O -3.027 3.771 -5.102
H 0.899 6.999 -0.540
H 2.650 4.310 5.399
C -5.134 -9.469 -2.190
H -2.834 -11.333 -2.885
H 2.319 3.358 6.882
*
```

Its lowest unoccupied orbital energy is -0.172 eV. For the HOMO-LUMO gap, the calculation gives 10.01 eV. Its total energy is -9287.627153 Eh.